233
Properties=species:S:1:pos:R:3:forces:R:3:lowdin_spin:R:1 method="wB97M-V/def2-TZVPD" multiplicity=5 homo_energy_ev="-9.841 / -9.743" lumo_ev="-2.201 / -4.681" total_charge=+1
Pd 2.30665 2.75136 -1.34973 0.05 1.16 -0.08 1.53
Pd 3.20795 1.17027 2.58485 0.15 1.64 -1.59 1.45
Cl 2.04055 4.66424 0.44075 0.12 -0.54 -0.40 0.12
Cl 3.96741 1.36425 0.05923 -0.29 0.03 0.59 0.25
C -0.42243 -0.76943 -1.43429 0.38 -0.01 0.25 0.00
C -0.54360 0.58396 -0.81854 0.71 2.31 -0.61 0.02
O 0.54401 1.46244 -1.00837 0.19 -0.18 -0.14 0.06
H 0.54458 -1.17651 -1.13884 -0.19 -0.30 0.13 0.00
H -0.43102 -0.75975 -2.52422 -0.15 0.18 -0.05 0.00
H -1.27329 -1.33617 -1.05624 0.22 -0.53 -0.19 0.00
H -0.80430 0.53038 0.23847 0.02 -0.53 0.69 0.00
H -1.41678 1.09184 -1.22808 -0.61 0.00 -0.29 0.00
C -6.07504 -4.38919 -1.86361 -0.81 1.69 0.51 0.00
C -4.67788 -4.70295 -1.45012 0.42 -0.76 0.92 0.00
C -4.31956 -4.44645 0.07065 -1.43 1.31 -0.44 0.00
O -4.56982 -3.02459 0.40766 -0.40 -3.14 0.24 0.00
C -3.53329 -2.20165 0.04189 -0.05 1.31 0.44 0.00
N -4.42680 -6.07985 -1.79470 0.55 -1.81 -0.31 0.00
H -6.21639 -4.60580 -2.92247 0.00 -0.17 0.02 0.00
H -6.21442 -3.31374 -1.75373 -0.34 0.17 -0.02 0.00
H -6.84947 -4.86973 -1.26575 0.10 -0.23 0.00 0.00
H -4.04622 -4.15491 -2.14922 0.43 0.49 0.45 0.00
H -3.37177 -4.80410 0.47299 0.59 0.56 -0.84 0.00
H -4.97330 -5.03590 0.71354 -0.78 0.18 -0.24 0.00
H -3.80700 -1.25740 0.51261 0.13 0.40 -0.35 0.00
H -3.50481 -2.08341 -1.04131 0.51 0.10 -0.16 0.00
H -2.57729 -2.43935 0.50841 0.34 -0.55 -0.30 0.00
H -4.78150 -6.79918 -1.18081 0.13 0.31 1.13 0.00
H -5.00622 -6.33062 -2.58305 0.27 0.31 -0.76 0.00
C 5.27487 5.28458 2.68004 0.93 0.43 -0.54 0.00
C 5.20997 3.83933 3.11782 -0.48 0.36 0.02 0.01
C 5.51745 3.76605 4.65758 0.55 0.62 -1.74 0.00
O 6.83472 4.23066 4.89565 0.71 -0.68 0.54 0.00
C 7.18559 4.08840 6.31093 -1.37 -0.48 -1.18 0.00
N 3.81989 3.32129 2.84813 0.52 -0.02 1.50 0.08
H 4.68289 5.96404 3.29324 -0.11 -0.09 -0.01 0.00
H 5.03897 5.42117 1.62468 -0.53 -0.17 0.01 0.00
H 6.31585 5.60631 2.71057 0.08 0.12 0.43 0.00
H 5.85325 3.27918 2.43921 0.43 -0.28 0.57 0.00
H 5.29238 2.74934 4.97969 0.26 -0.20 0.54 0.00
H 4.88668 4.51060 5.14324 -0.76 -0.30 0.17 0.00
H 6.31056 4.47036 6.83679 0.31 0.29 0.59 0.00
H 8.11659 4.57990 6.59336 -0.24 0.13 -0.49 0.00
H 7.23428 3.01952 6.51882 0.27 -0.09 0.21 0.00
H 3.31897 3.71251 3.63307 -0.71 -0.13 0.41 0.00
H 3.44067 3.88188 2.09843 -0.32 -0.10 -1.03 0.00
C 5.71728 3.92162 -3.98918 -0.07 -0.94 1.32 0.00
C 5.38292 3.81872 -2.41034 1.78 0.75 -0.59 0.01
C 6.44089 4.51030 -1.40350 -1.79 -0.33 -0.95 0.00
O 7.72381 3.96891 -1.46598 1.00 0.18 0.26 0.00
C 8.63029 4.58840 -0.51597 -0.07 -0.70 -0.46 0.00
N 4.04323 4.39731 -2.25607 -0.26 -0.57 0.13 0.07
H 6.54340 3.26570 -4.26375 0.29 0.32 0.17 0.00
H 5.85785 4.92053 -4.40214 0.38 0.24 0.61 0.00
H 4.89096 3.53667 -4.58677 -0.43 -0.27 0.38 0.00
H 5.34623 2.78499 -2.06661 0.09 -0.21 -0.45 0.00
H 6.02665 4.36243 -0.40619 -0.22 -0.18 0.36 0.00
H 6.36963 5.58491 -1.57155 0.50 0.37 -0.27 0.00
H 9.56348 4.04047 -0.38552 -0.20 -0.66 -0.66 0.00
H 8.20921 4.54502 0.48848 -0.37 0.68 0.02 0.00
H 8.98049 5.55661 -0.87380 -0.62 0.38 0.29 0.00
H 3.91183 5.09730 -1.53993 0.24 0.11 0.33 0.00
H 3.86259 4.82223 -3.15435 -0.71 0.15 0.20 0.00
C -1.45080 -3.20413 5.25010 -1.43 0.34 0.28 0.00
C -2.53389 -3.45075 4.18754 -0.03 0.42 1.57 0.00
C -3.35148 -2.19850 3.74834 -0.48 -1.13 -0.07 0.00
O -4.10325 -1.71124 4.80280 -1.16 1.18 1.83 0.00
C -4.99617 -0.61315 4.44651 1.31 -0.74 0.53 0.00
N -1.85903 -4.18504 3.18901 1.23 -0.44 -1.85 0.00
H -1.09435 -4.15238 5.65241 0.27 -0.12 -0.36 0.00
H -2.04257 -2.80544 6.07409 0.70 0.83 0.32 0.00
H -0.62929 -2.61526 4.84211 -0.05 0.24 0.37 0.00
H -3.10913 -4.22409 4.69663 -1.55 0.82 0.25 0.00
H -4.13725 -2.50247 3.05678 0.59 -0.28 -1.14 0.00
H -2.76129 -1.35911 3.38060 0.56 -0.22 -0.56 0.00
H -5.30664 -0.14412 5.38017 -0.05 -0.21 -0.02 0.00
H -5.87134 -0.94343 3.88696 0.04 -0.21 -0.13 0.00
H -4.42268 0.12736 3.88895 -0.05 0.12 -0.23 0.00
H -2.36561 -4.45042 2.35650 -0.30 0.00 -0.03 0.00
H -1.66127 -5.02903 3.70733 0.57 -0.47 -0.78 0.00
C -1.83789 8.51530 1.51258 -1.46 0.59 0.65 0.00
C -2.87941 7.41087 1.81181 1.18 -0.07 -1.75 0.00
C -3.51108 6.77969 0.50510 2.72 0.56 1.06 0.00
O -2.41576 6.04087 -0.17007 -2.48 0.27 -0.06 0.00
C -2.96002 5.17910 -1.19630 0.97 -0.37 0.58 0.00
N -2.13430 6.38636 2.57981 -1.55 0.08 -0.44 0.00
H -1.49153 8.83966 2.49387 -0.03 0.38 0.11 0.00
H -2.42300 9.33150 1.08884 0.61 0.42 -0.37 0.00
H -0.91963 8.27771 0.97550 -0.50 -0.43 -0.46 0.00
H -3.75445 7.83963 2.30026 0.23 0.07 0.57 0.00
H -3.79090 7.56358 -0.19869 -0.49 0.05 0.25 0.00
H -4.34780 6.21237 0.91272 0.00 -0.71 -0.81 0.00
H -2.68101 4.18273 -0.85353 -0.43 -0.37 -0.29 0.00
H -2.48387 5.32666 -2.16563 0.29 0.38 0.03 0.00
H -4.03160 5.25347 -1.38149 -0.04 0.14 0.45 0.00
H -1.73905 5.89470 1.79105 0.71 -0.59 0.27 0.00
H -1.40003 6.91054 3.03390 0.25 -0.39 0.17 0.00
C 1.47387 4.31474 -5.03133 -1.16 -1.05 -0.67 0.00
C 0.70199 3.30369 -4.12524 2.61 0.72 0.05 0.01
C 1.37012 1.99064 -4.16574 0.77 -2.06 -0.65 0.00
O 2.73982 1.99508 -3.67206 -0.97 1.79 0.17 0.05
C 3.36930 0.74012 -3.67964 -0.67 -0.63 -0.19 0.00
N 0.84301 3.85620 -2.78745 -1.64 0.61 0.67 0.07
H 1.60757 3.80276 -5.98426 -0.34 0.41 -0.41 0.00
H 2.49710 4.58911 -4.77478 -0.33 -0.09 0.77 0.00
H 0.81622 5.17981 -5.11649 0.40 0.28 -0.38 0.00
H -0.32643 3.13138 -4.44268 -0.08 0.31 -0.15 0.00
H 1.40174 1.69528 -5.21447 0.08 -0.31 -0.18 0.00
H 0.77867 1.24574 -3.63338 0.12 -0.10 0.32 0.00
H 3.07981 0.22243 -4.59413 -0.02 -0.39 0.04 0.00
H 2.99999 0.23547 -2.78687 0.37 -0.70 -0.12 0.00
H 4.45541 0.82893 -3.70349 -0.07 0.35 0.30 0.00
H 0.50535 4.79224 -2.96035 0.90 1.02 0.69 0.00
H 0.08619 3.56947 -2.18320 -0.29 -1.01 0.40 0.00
C -3.90654 0.75669 -4.68281 -0.46 1.51 0.52 0.00
C -3.67621 1.30009 -6.10950 -1.09 0.71 1.55 0.00
C -3.52743 2.86343 -6.20805 -1.39 -0.33 0.43 0.00
O -4.78746 3.52887 -5.83159 0.73 -0.08 -0.96 0.00
C -4.94562 4.91062 -6.26208 0.47 -0.89 0.20 0.00
N -2.54874 0.62819 -6.69673 0.49 -0.37 -0.29 0.00
H -4.88034 1.08078 -4.31570 -0.29 0.08 -0.28 0.00
H -3.24113 1.30143 -4.01303 0.49 -0.36 0.14 0.00
H -3.88504 -0.31020 -4.46059 0.44 -0.08 -0.65 0.00
H -4.54010 1.00569 -6.70541 -0.57 0.67 0.02 0.00
H -3.21208 2.92612 -7.24955 -0.50 0.97 -0.44 0.00
H -2.75793 3.36602 -5.62207 0.40 -0.60 0.32 0.00
H -4.43115 5.62937 -5.62427 0.50 -0.19 0.20 0.00
H -5.99069 5.20970 -6.18160 -0.09 -0.54 -0.21 0.00
H -4.57735 5.02256 -7.28186 -0.16 0.08 -0.10 0.00
H -3.00544 -0.25028 -6.89629 0.79 -0.82 -0.07 0.00
H -2.41558 0.99865 -7.62685 0.30 0.25 -0.32 0.00
C 6.46619 -1.89864 3.20020 -1.00 -0.19 -0.11 0.00
C 5.27144 -1.10023 2.60549 0.53 -0.60 -0.02 0.00
C 3.89689 -1.65550 2.98784 0.71 0.54 0.24 0.00
O 2.85538 -0.95179 2.30327 0.20 -0.56 -0.57 0.05
C 1.59797 -1.62574 2.38346 -0.39 -0.02 -0.48 0.00
N 5.38552 0.32624 2.93814 -0.71 0.01 0.15 0.08
H 6.48925 -1.93350 4.28940 -0.22 0.32 0.15 0.00
H 7.40829 -1.46409 2.86595 -0.05 -0.15 -0.16 0.00
H 6.37311 -2.93841 2.88665 0.32 0.04 -0.25 0.00
H 5.35529 -1.17366 1.52120 -0.12 0.02 -0.11 0.00
H 3.70355 -1.44986 4.04066 0.19 -0.61 0.44 0.00
H 3.90620 -2.71742 2.74219 -0.37 -0.03 0.11 0.00
H 1.65011 -2.60587 1.90942 0.34 -0.25 0.38 0.00
H 0.86788 -1.11110 1.75879 0.13 0.46 0.24 0.00
H 1.26833 -1.67745 3.42114 -0.10 -0.18 -0.03 0.00
H 5.67997 0.40587 3.90098 -0.03 0.08 0.40 0.00
H 6.16883 0.68010 2.40776 -0.10 0.51 -0.32 0.00
C -9.00806 1.35745 1.74598 0.94 -1.47 -0.65 0.00
C -7.48008 1.56450 2.10096 -1.53 -1.58 -1.19 0.00
C -6.39145 0.87914 1.16248 0.06 0.43 0.29 0.00
O -6.11194 1.58251 -0.06408 0.02 -0.04 -0.06 0.00
C -5.09581 0.91619 -0.88932 -2.25 0.26 0.59 0.00
N -7.39749 2.97611 2.14606 2.21 1.32 0.19 0.00
H -9.35806 0.32877 1.83215 0.07 -0.20 0.52 0.00
H -9.17347 1.51701 0.68049 0.17 0.60 -0.11 0.00
H -9.65369 2.02588 2.31561 0.35 -0.08 0.04 0.00
H -7.25060 1.17537 3.09294 -0.28 -0.28 0.09 0.00
H -6.67825 -0.17043 1.09719 -0.24 -0.26 -0.90 0.00
H -5.40180 0.82964 1.61661 0.01 0.17 0.95 0.00
H -4.15506 0.74628 -0.36565 -0.11 -0.13 0.15 0.00
H -4.92313 1.48766 -1.80130 -0.10 0.33 0.29 0.00
H -5.66387 0.02940 -1.17039 0.95 -0.69 -0.24 0.00
H -6.98570 3.19790 1.25089 -0.49 0.71 -0.80 0.00
H -6.54563 3.07492 2.67962 0.27 1.00 0.79 0.00
C -2.25789 -4.32557 -4.63401 0.33 0.49 -0.75 0.00
C -1.16943 -4.98943 -3.79483 -0.35 -1.35 -0.32 0.00
C -0.70017 -4.12833 -2.69697 -0.11 1.85 1.11 0.00
O 0.21111 -4.73305 -1.76526 -0.59 -0.26 -0.89 0.00
C 0.88788 -3.83035 -0.94340 1.51 0.62 -0.40 0.00
N -1.69239 -6.27739 -3.31346 0.40 0.72 -0.89 0.00
H -3.09302 -3.81365 -4.15590 0.04 -0.30 0.69 0.00
H -2.67698 -5.06793 -5.31325 0.05 -0.03 0.04 0.00
H -1.81063 -3.54365 -5.24775 0.09 0.04 -0.17 0.00
H -0.31718 -5.10768 -4.46400 0.08 -0.56 -0.13 0.00
H -1.54195 -3.69652 -2.15565 -0.51 -0.33 0.53 0.00
H -0.34297 -3.22766 -3.19626 1.09 0.23 0.21 0.00
H 0.35319 -3.35613 -0.12040 -0.66 -0.19 -0.13 0.00
H 1.37161 -3.06677 -1.55254 -0.33 0.43 -0.14 0.00
H 1.78187 -4.28801 -0.51981 -0.24 -0.76 0.23 0.00
H -1.04245 -6.66634 -2.64533 -0.14 0.01 0.16 0.00
H -2.54007 -5.98078 -2.85132 -0.38 -0.85 0.62 0.00
C 5.83581 -2.89408 -3.37361 -0.07 -1.54 0.36 0.00
C 5.24371 -3.37743 -2.01162 1.82 -0.54 -1.59 0.00
C 6.28587 -3.62316 -0.86788 0.48 1.49 -1.94 0.00
O 5.71175 -3.75526 0.37708 -0.60 -1.34 0.81 0.00
C 5.05378 -5.02030 0.47110 -0.34 0.44 0.68 0.00
N 4.31965 -2.39001 -1.65797 -1.42 1.21 1.63 0.00
H 6.31197 -1.91436 -3.33445 0.00 -0.03 0.20 0.00
H 5.01143 -2.88469 -4.08663 -0.08 0.34 0.08 0.00
H 6.51895 -3.63545 -3.78808 0.36 0.13 0.09 0.00
H 4.66092 -4.27790 -2.20554 0.23 -0.36 -0.06 0.00
H 6.85036 -2.69565 -0.77208 0.36 0.12 -0.31 0.00
H 6.98342 -4.42444 -1.11173 0.00 -0.29 0.05 0.00
H 4.12691 -4.98850 -0.10159 -0.16 -0.19 0.08 0.00
H 4.85014 -5.16461 1.53214 -0.21 -0.14 -0.08 0.00
H 5.65048 -5.86223 0.12010 0.30 0.14 -0.11 0.00
H 4.76654 -1.48458 -1.63375 0.15 0.45 -0.32 0.00
H 4.19929 -2.56287 -0.67018 -0.93 0.24 0.55 0.00
C -1.59516 -8.50109 -0.55814 -0.80 0.13 2.03 0.00
C -1.81043 -7.55694 0.71513 0.99 0.11 -3.18 0.00
C -0.88074 -7.84467 1.88423 -1.64 0.11 -0.82 0.00
O -1.49108 -8.86883 2.60508 0.68 -1.59 1.39 0.00
C -0.56146 -9.73090 3.26291 0.12 -1.07 -0.45 0.00
N -1.48144 -6.20581 0.25276 -0.27 1.00 0.55 0.00
H -0.95273 -8.04191 -1.30949 0.16 -0.35 0.30 0.00
H -2.60190 -8.61656 -0.95969 0.26 -0.31 -0.46 0.00
H -1.23806 -9.44918 -0.15601 0.10 -0.29 -0.60 0.00
H -2.87714 -7.68273 0.90065 0.15 0.44 0.90 0.00
H -0.87835 -6.91764 2.45755 0.74 0.01 0.23 0.00
H 0.06878 -8.16475 1.45523 0.42 0.27 0.33 0.00
H 0.09131 -9.30628 4.02558 -0.23 0.61 0.01 0.00
H 0.07796 -10.26522 2.56026 0.45 0.58 -0.65 0.00
H -1.00935 -10.62914 3.68796 -0.98 0.57 0.38 0.00
H -0.61945 -6.21855 -0.27347 0.38 -0.05 0.20 0.00
H -2.11352 -5.83235 -0.44087 -0.40 -0.40 -0.09 0.00
C -0.90674 3.34596 2.38581 -0.38 -0.10 0.77 0.01
C -0.06565 2.23654 3.01460 -0.60 -1.20 0.56 0.01
C -0.84227 0.90925 3.39639 0.05 2.93 0.88 0.00
O -1.89521 1.37865 4.26609 0.29 -0.02 -0.19 0.00
C -1.48960 1.48476 5.64152 -0.29 -1.33 -0.12 0.00
N 0.97453 1.88921 2.07681 1.12 -0.35 -0.65 0.09
H -1.49809 2.97267 1.54971 -0.23 -0.10 0.07 0.00
H -0.27925 4.13989 1.98080 0.30 -0.09 0.05 0.00
H -1.52875 3.82315 3.14310 -0.31 -0.17 -0.24 0.00
H 0.43765 2.61393 3.90474 -0.24 0.07 0.28 0.00
H -0.16860 0.20724 3.88775 0.05 -0.09 0.29 0.00
H -1.22396 0.41732 2.50173 -0.50 0.18 0.05 0.00
H -2.18596 2.02319 6.28439 -0.53 -0.03 -0.67 0.00
H -0.53366 1.95351 5.87508 0.36 -0.01 -0.68 0.00
H -1.48755 0.43490 5.93459 0.34 0.04 0.84 0.00
H 0.95869 2.72885 1.51569 1.45 0.39 -0.65 0.00
H 0.55870 1.27145 1.39449 0.21 -0.65 -0.46 0.00